Record 1
The following is a quantum chemistry calculation of a molecular structure, C5H4O2Sm at a distorted geometry, from the OMol25 dataset.

As for the charge: +2. The value obtained for the energy relative to the best compared isomer or geometry (same formula, charge and spin) is 18.2 kcal per mole. As for the multiplicity: 7. The calculation puts the maximum force at 2.18 eV/Å. The LUMO energy (spin up / spin down) comes out at -0.373 / -0.365 Ha. The expectation value of S² is 12.007.

XYZ file:
```
12
Properties=species:S:1:pos:R:3:forces:R:3:lowdin_spin:R:1
O -1.6248 0.6065 1.0640 0.5 0.3 -0.4 0.00
C -1.0116 -0.5248 0.5213 0.4 -1.7 0.2 0.00
H -2.2167 1.0146 0.4221 -0.1 0.0 -0.1 0.00
H -1.2339 0.5673 -2.7619 0.9 -1.5 -0.2 0.00
H -1.5508 -1.4014 0.9073 0.4 0.0 0.0 0.00
C -0.9165 -0.6246 -0.9440 -0.3 1.6 -1.2 0.00
C 0.4678 -0.6500 0.9998 0.1 0.7 0.0 0.00
H 0.7291 -1.4287 1.7210 0.1 0.3 -0.2 0.00
C -0.8327 -0.2200 -2.0899 -1.3 1.2 1.1 0.00
C 1.4004 0.1668 0.6038 -1.2 -1.3 1.2 0.00
O 2.2771 0.9314 0.3706 1.5 0.6 -1.0 -0.01
Sm 4.5125 1.5630 -0.8140 -0.9 -0.2 0.5 6.01
```
Positions in Å, forces in eV/Å.


Record 2
The following is a quantum chemistry calculation of a molecular structure, C30H37AuBrCl2N4O2Si, from the OMol25 dataset.

As for the charge: +1. The value obtained for the energy relative to the best compared isomer or geometry (same formula, charge and spin) is 31.3 kcal per mole. As for the multiplicity: 3. The calculation puts the maximum force at 0.55 eV/Å. The LUMO energy (spin up / spin down) comes out at -0.116 / -0.179 Ha. The expectation value of S² is 2.030.

XYZ file:
```
78
Properties=species:S:1:pos:R:3:forces:R:3:lowdin_spin:R:1
Au -2.1244 -0.1066 0.0821 -0.3 0.4 0.0 0.53
Cl -9.2950 -0.6878 -1.2383 0.0 0.0 0.0 0.01
C -7.7530 -0.2548 -0.6100 -0.2 0.1 0.1 0.04
C -6.6455 -0.8871 -1.0685 0.3 -0.1 0.0 0.05
C -5.3640 -0.5594 -0.5336 -0.1 0.2 0.0 0.10
N -4.2233 -1.0972 -0.8843 0.2 -0.4 0.0 0.23
C -3.9466 -1.9167 -1.9355 0.0 0.2 -0.1 0.03
O -4.4617 -2.9563 -2.2661 -0.1 0.0 0.0 0.04
C -2.8107 -1.2909 -2.7387 0.0 0.2 0.2 0.01
C -2.6517 -1.6227 -4.0674 0.0 -0.1 -0.1 0.01
C -1.7452 -0.9072 -4.8360 0.0 -0.1 -0.1 0.00
C -1.0247 0.1161 -4.2478 0.0 0.0 0.0 0.01
C -1.2103 0.3685 -2.8998 0.0 0.0 0.1 0.00
N -2.0810 -0.3162 -2.1552 -0.1 -0.1 0.0 0.05
C -5.2516 0.5185 0.4346 -0.1 0.1 0.0 0.16
C -6.4234 1.1450 0.8880 0.2 0.0 0.0 -0.01
C -7.6417 0.7614 0.3913 -0.2 -0.1 -0.1 0.14
Cl -9.0491 1.5484 0.9754 0.0 0.0 0.0 0.05
N -3.9975 0.8158 0.8539 0.0 0.1 0.0 0.26
C -3.7166 1.6806 1.8820 0.1 -0.2 0.0 0.03
O -4.3053 2.6834 2.2047 -0.2 0.0 0.1 0.06
C -2.5739 1.1456 2.7197 0.0 -0.1 -0.4 0.00
C -2.4459 1.4949 4.0451 0.1 0.1 0.1 0.01
C -1.5195 0.8174 4.8248 0.0 0.0 0.0 0.00
C -0.7543 -0.1821 4.2483 0.1 0.0 0.0 0.01
C -0.9133 -0.4560 2.9021 0.0 0.1 0.0 0.01
N -1.8007 0.2046 2.1565 0.0 -0.1 0.2 0.10
H -6.7274 -1.6731 -1.8059 0.0 0.0 0.0 0.00
H -3.2554 -2.4219 -4.4751 0.0 0.0 0.0 0.00
H -1.6157 -1.1374 -5.8855 0.0 0.0 0.0 0.00
H -0.3189 0.7098 -4.8129 0.0 0.0 0.0 0.00
H -0.6430 1.1362 -2.3896 0.0 0.0 0.0 0.00
H -6.3688 1.9538 1.5996 0.0 0.0 0.0 0.00
H -3.0856 2.2722 4.4390 0.0 0.0 0.0 0.00
H -1.4137 1.0523 5.8759 0.0 0.0 0.0 0.00
H -0.0351 -0.7475 4.8252 0.0 0.0 0.0 0.00
H -0.3295 -1.2086 2.3949 0.0 0.0 0.0 0.00
C 2.4540 -0.0470 -2.8975 0.1 0.0 0.0 0.00
C 3.3469 -0.5183 -1.7394 0.3 0.1 -0.1 0.00
C 4.7174 0.1872 -1.8644 0.1 -0.1 -0.2 0.00
C 3.5526 -2.0291 -1.9305 0.1 0.0 -0.1 0.00
Si 2.6832 -0.1318 -0.0086 -0.2 0.1 0.0 0.02
Br 0.4712 -0.7905 -0.2119 -0.1 -0.5 -0.2 0.07
C 3.3224 -1.2551 1.3753 0.3 0.0 0.0 0.00
C 2.8517 -2.7175 1.2883 0.1 0.0 0.0 0.00
C 4.8663 -1.2340 1.3004 0.0 -0.1 0.2 0.00
C 2.9004 -0.7357 2.7567 0.1 0.0 0.1 0.00
C 2.5577 1.7074 0.4297 0.2 0.1 0.1 0.00
C 2.1906 2.5492 -0.8009 0.0 0.1 0.0 0.00
C 3.9466 2.1642 0.9322 0.0 0.2 0.0 0.00
C 1.5167 2.0346 1.5123 0.1 0.0 0.1 0.00
H 2.9231 -0.3766 -3.8311 0.0 0.1 0.0 0.00
H 2.3462 1.0345 -2.9515 0.0 0.0 0.0 0.00
H 1.4610 -0.4916 -2.8549 0.0 -0.1 0.0 0.00
H 5.1463 -0.0504 -2.8436 0.0 0.0 0.0 0.00
H 5.4350 -0.1418 -1.1097 -0.1 0.0 -0.1 0.00
H 4.6378 1.2739 -1.8014 0.0 -0.1 -0.1 0.00
H 3.9348 -2.1959 -2.9429 0.0 0.0 0.0 0.00
H 2.6210 -2.5915 -1.8303 0.0 0.0 0.0 0.00
H 4.2837 -2.4488 -1.2405 0.0 0.0 0.0 0.00
H 3.1978 -3.2316 0.3948 0.0 0.0 0.0 0.00
H 1.7661 -2.8120 1.3273 0.0 0.0 0.0 0.00
H 3.2618 -3.2518 2.1518 0.0 0.0 -0.1 0.00
H 5.2424 -1.7096 0.3938 0.0 0.0 0.1 0.00
H 5.2663 -1.7952 2.1513 0.0 0.0 0.0 0.00
H 5.2862 -0.2261 1.3525 0.0 -0.1 0.0 0.00
H 1.8159 -0.6970 2.8649 0.0 0.0 0.0 0.00
H 3.2986 0.2519 2.9872 0.0 -0.1 0.0 0.00
H 3.2860 -1.4259 3.5143 0.0 0.0 0.0 0.00
H 2.9270 2.4817 -1.6007 0.0 0.0 0.0 0.00
H 2.1413 3.5994 -0.4956 0.0 0.0 0.0 0.00
H 1.2123 2.2756 -1.2073 0.0 0.0 0.0 0.00
H 4.7350 2.0090 0.1911 -0.1 0.0 0.1 0.00
H 4.2494 1.6646 1.8529 0.0 0.0 0.0 0.00
H 3.9088 3.2382 1.1426 0.0 0.0 0.0 0.00
H 0.5127 1.7145 1.2318 0.0 0.0 -0.1 0.00
H 1.4944 3.1226 1.6356 0.0 -0.1 0.0 0.00
H 1.7545 1.6014 2.4830 0.0 0.0 0.0 0.00
```
Positions in Å, forces in eV/Å.


Record 3
The following is a quantum chemistry calculation of a molecular structure, C24H33F6NOPdSb2Si at a distorted geometry, from the OMol25 dataset.

As for the charge: +2. The value obtained for the energy relative to the best compared isomer or geometry (same formula, charge and spin) is 12.9 kcal per mole. As for the multiplicity: 5. The calculation puts the maximum force at 4.71 eV/Å. The LUMO energy (spin up / spin down) comes out at -0.209 / -0.332 Ha. The expectation value of S² is 6.062.

XYZ file:
```
69
Properties=species:S:1:pos:R:3:forces:R:3:lowdin_spin:R:1
Pd 8.9639 11.5234 9.6018 -0.5 1.4 1.1 1.00
C 13.0875 15.9388 8.4066 -0.3 0.0 2.0 0.03
Sb 11.1168 16.5545 9.0907 0.9 0.1 0.0 0.32
C 11.0802 18.7101 8.9474 1.2 0.0 0.6 0.05
C 10.1038 15.7650 7.2536 -1.1 -0.5 0.7 0.16
C 8.9682 16.6588 7.0593 -0.2 -0.7 -0.7 0.09
C 9.0770 17.4533 5.9018 -0.5 1.0 -0.5 0.04
C 8.0451 18.2979 5.5015 0.8 0.0 -0.2 0.02
C 6.8734 18.3640 6.2800 -0.1 0.3 -1.1 0.10
C 6.6818 17.4423 7.2695 -0.1 -0.5 1.3 0.00
C 7.7329 16.6404 7.7645 -0.5 0.4 -0.4 0.09
C 7.4793 15.8536 8.9634 -0.2 -1.5 1.0 0.07
Sb 7.3201 13.5823 8.5939 -1.2 1.1 -0.8 0.11
C 6.6285 13.7698 6.5396 1.5 0.6 0.0 0.01
C 5.3193 13.2817 9.2666 0.1 -0.1 0.8 0.02
H 13.4614 16.5942 7.6580 0.2 0.2 -1.0 0.00
H 13.0367 14.8588 8.1755 0.2 0.8 -0.1 0.00
H 13.7496 16.1197 9.2863 -0.4 -0.4 -0.5 0.01
H 10.9190 19.0024 7.9267 -0.2 0.1 -0.5 0.01
H 12.0734 19.1383 9.2715 -1.1 -0.6 -0.2 0.00
H 10.2792 19.0690 9.5912 0.1 0.1 -0.1 0.00
H 9.9330 14.6799 7.5069 0.1 1.2 -0.4 0.00
H 10.8282 15.9621 6.4705 0.4 -0.5 0.1 0.01
H 9.9987 17.3462 5.3266 -0.4 0.3 -0.1 0.00
H 8.1243 18.8808 4.5709 0.1 -0.2 0.7 0.00
H 6.0944 19.1079 6.0532 0.4 -0.6 0.0 0.00
H 5.6964 17.3565 7.7407 0.5 0.2 0.0 0.00
H 6.5223 16.0955 9.4485 0.3 -0.1 -0.4 0.00
H 8.2278 15.8709 9.7625 0.3 0.3 -0.3 0.01
H 5.6238 14.1840 6.5619 0.0 -0.2 0.0 0.00
H 6.6970 12.7890 6.0843 -0.3 -0.1 -0.1 0.00
H 7.2981 14.4587 5.9673 -0.5 -0.5 0.5 0.00
H 5.2690 12.5769 10.1031 0.0 0.2 -0.2 0.00
H 4.8072 12.8520 8.4240 -0.2 -0.2 -0.3 0.00
H 4.8138 14.2087 9.5492 0.2 0.0 0.0 0.00
C 10.9325 11.1758 14.0097 -1.4 1.5 -0.1 0.01
Si 9.4632 11.4091 12.7941 -0.5 0.8 2.5 0.05
C 7.8585 10.9134 13.6707 -0.5 0.5 -0.4 0.01
C 9.1838 13.2555 12.4369 -0.2 0.2 -0.9 0.01
N 9.7096 10.5610 11.2871 1.7 -1.1 -1.7 0.44
C 10.4115 9.4108 11.1398 -0.3 0.3 1.0 0.13
C 10.4108 8.5181 12.2841 1.4 -0.5 -1.2 0.14
C 11.4072 7.5551 12.4057 -1.7 0.4 0.3 0.01
C 12.2076 7.2046 11.3279 0.5 0.0 -1.0 0.20
C 12.0847 7.8957 10.1090 -0.3 0.8 0.4 -0.02
C 11.2945 9.0286 10.0454 0.2 0.3 0.2 0.14
F 11.4942 9.8983 9.0248 -0.3 -0.5 0.8 0.04
H 10.5962 11.7190 14.9400 0.4 -0.4 -0.8 0.00
H 11.8269 11.6718 13.6379 0.2 -0.1 0.1 0.00
H 11.1280 10.1668 14.3002 0.2 -0.6 0.0 0.00
H 7.1154 10.4604 12.9737 0.4 0.2 0.6 0.00
H 7.3792 11.8223 14.1285 0.5 -0.7 -0.6 0.00
H 8.0456 10.2591 14.5154 0.0 -0.4 0.0 0.00
H 8.9850 13.8576 13.3514 0.5 -0.5 -0.5 0.00
H 8.2826 13.4353 11.8059 0.3 -0.4 0.4 0.00
H 10.0052 13.6627 11.8195 -0.1 0.2 0.6 0.00
H 9.6040 8.6644 12.9785 0.1 -0.1 0.5 0.00
H 11.4527 6.9875 13.3080 0.1 -0.3 0.5 0.00
H 12.9632 6.4054 11.3960 -0.6 0.4 0.1 0.01
H 12.6965 7.6619 9.2605 0.3 -0.1 -0.2 0.00
F 6.4809 10.1967 8.4471 1.4 0.2 1.1 0.06
C 7.8466 10.0554 8.7291 -1.8 -2.6 -2.9 0.28
F 8.0185 8.8149 9.3427 -0.4 1.8 -0.3 0.08
C 8.4739 9.9137 7.2988 1.3 0.0 -1.2 0.03
F 7.7720 9.2627 6.3538 0.5 0.3 1.5 0.01
F 8.7392 11.1549 6.7531 -0.5 -0.6 0.5 0.00
F 9.6938 9.3326 7.4533 -1.2 0.1 -0.4 0.00
O 11.5871 13.2459 9.3234 -3.9 -1.4 -1.1 0.05
C 10.5505 12.7876 9.0503 4.5 0.7 1.2 0.12
```
Positions in Å, forces in eV/Å.


Record 4
The following is a quantum chemistry calculation of 2 unconnected molecules or ions with the total composition C2H6OS at a distorted geometry, from the OMol25 dataset.

The value obtained for the energy relative to the best compared isomer or geometry (same formula, charge and spin) is 42.3 kcal per mole. As for the multiplicity: 1. The calculation puts the maximum force at 2.99 eV/Å. The LUMO energy comes out at 0.018 Ha.

XYZ file:
```
10
Properties=species:S:1:pos:R:3:forces:R:3:lowdin_charge:R:1
C 1.0100 -0.9028 0.0159 0.0 -1.2 -2.0 -0.14
C 0.0947 -1.2676 0.8782 -2.2 -0.1 2.0 -0.11
O -1.2193 1.4304 -1.2714 0.4 -1.0 -1.7 -0.58
S -0.1724 2.2129 -0.2663 -0.5 0.6 1.0 0.68
H 2.0464 -0.6394 0.1561 -0.1 0.5 0.7 0.05
H 0.7982 -1.0929 -1.0476 0.1 0.1 0.3 0.05
H -1.0886 2.1529 0.7441 0.8 0.1 -0.1 -0.11
H 0.1617 -1.0531 1.9586 0.5 -0.3 -0.5 0.05
H -0.9552 -1.6900 0.6911 1.8 0.7 -0.5 0.08
H -0.6756 0.8496 -1.8587 -0.7 0.5 0.8 0.03
```
Positions in Å, forces in eV/Å.


Record 5
The following is a quantum chemistry calculation of a molecular structure, C17H12BeN3O7S6 at a distorted geometry, from the OMol25 dataset.

As for the charge: -1. The value obtained for the energy relative to the best compared isomer or geometry (same formula, charge and spin) is 11.8 kcal per mole. As for the multiplicity: 1. The calculation puts the maximum force at 1.21 eV/Å. The LUMO energy comes out at 0.089 Ha.

XYZ file:
```
46
Properties=species:S:1:pos:R:3:forces:R:3:lowdin_charge:R:1
Be 0.3765 0.7652 0.0938 -0.2 0.3 0.8 -0.10
C -2.3708 1.0475 2.5751 -0.1 -0.2 0.0 0.02
C -2.1928 1.7239 1.2746 0.3 0.0 0.1 -0.32
N -1.0877 1.6951 0.5599 0.0 -0.1 0.0 0.14
C -1.3063 2.4210 -0.5640 -0.9 0.4 0.1 -0.08
C -2.5818 2.9293 -0.5335 0.6 0.0 -0.4 -0.06
N -3.1164 2.4772 0.6504 0.0 0.1 -0.2 0.20
C -3.3237 3.7775 -1.4928 0.1 -0.1 0.2 -0.50
O -2.6799 4.1096 -2.5893 0.2 0.1 -0.3 0.13
O -4.4554 4.1365 -1.2535 -0.1 0.0 0.1 0.08
C -0.1798 2.4336 -1.5254 -0.4 0.5 -0.5 -0.50
O -0.2540 3.0947 -2.5612 -0.1 0.2 -0.2 0.07
O 0.7831 1.7074 -1.1440 0.5 -0.4 0.1 0.03
H -1.4096 0.6385 2.8733 0.0 0.0 0.1 0.08
H -3.0757 0.2241 2.4654 -0.1 0.0 0.1 0.09
H -2.7280 1.7413 3.3356 0.0 0.0 0.0 0.09
H -4.0663 2.6522 0.9480 0.2 0.0 -0.1 0.18
H -1.7257 3.7606 -2.6564 -0.2 -0.1 0.3 0.08
C 4.1699 -1.5751 2.4633 0.4 0.4 -0.1 -0.40
S 4.8433 -0.6663 1.0409 -0.1 -0.1 0.0 0.82
C 4.2709 0.9876 1.2389 -0.1 0.1 -0.1 -0.99
C 3.0005 1.4280 1.3734 0.4 0.3 0.1 -1.05
S 1.6197 0.4535 1.7307 -0.2 0.2 0.0 0.74
S 2.7832 3.1758 1.2739 0.7 -0.3 0.0 0.90
C 4.4483 3.5985 0.9705 -0.3 -0.4 0.1 -1.51
S 4.9597 5.1318 0.7220 0.2 0.3 0.0 0.49
S 5.5049 2.2185 0.9978 -0.5 0.1 0.0 0.88
H 4.1094 -2.6109 2.1450 -0.1 -0.1 0.0 0.03
H 3.1794 -1.1944 2.6820 -0.1 -0.2 0.0 -0.04
H 4.8426 -1.4719 3.3106 0.0 0.0 0.1 0.03
O -2.4704 -0.6661 -0.3573 -0.2 -0.1 0.0 0.07
C -1.4141 -1.2504 -0.5487 -0.9 -0.1 0.0 -0.48
N -0.1954 -0.7542 -0.3028 1.2 -0.3 -0.2 -0.09
S 1.0126 -1.8556 -0.5546 0.1 -1.0 0.0 0.64
O 2.0403 -1.3221 -1.3908 -0.2 0.1 -0.4 -0.28
O 1.4299 -2.4703 0.6758 -0.1 -0.2 0.0 -0.32
C -0.0583 -3.0764 -1.3398 -0.3 0.7 0.4 -0.18
C 0.1894 -4.3129 -1.8952 0.2 -0.1 0.0 -0.04
C -0.8993 -5.1262 -2.1912 0.2 0.1 0.1 -0.08
C -2.1954 -4.7052 -1.9262 -0.1 0.0 0.0 -0.08
C -2.4363 -3.4439 -1.4049 0.2 0.2 0.0 0.00
C -1.3493 -2.6351 -1.1146 -0.1 -0.3 -0.2 -0.13
H 1.1985 -4.6392 -2.0980 0.1 -0.1 0.0 0.12
H -0.7282 -6.1038 -2.6186 0.0 -0.1 0.0 0.10
H -3.0258 -5.3681 -2.1211 -0.1 0.0 -0.1 0.10
H -3.4357 -3.0808 -1.2168 -0.1 0.0 0.0 0.12
```
Positions in Å, forces in eV/Å.


Record 6
The following is a quantum chemistry calculation of 2 unconnected molecules or ions with the total composition C4H12 at a distorted geometry, from the OMol25 dataset.

The value obtained for the energy relative to the best compared isomer or geometry (same formula, charge and spin) is 27.8 kcal per mole. As for the multiplicity: 1. The calculation puts the maximum force at 4.59 eV/Å. The LUMO energy comes out at 0.041 Ha.

XYZ file:
```
16
Properties=species:S:1:pos:R:3:forces:R:3:lowdin_charge:R:1
C 0.1778 2.4060 -0.3581 -3.0 -3.1 1.5 -0.11
C -1.4775 2.2131 -0.3635 2.6 -2.0 -0.8 -0.11
H 0.3854 2.6499 0.6829 0.7 -0.3 -0.2 0.05
H 0.8012 1.6022 -0.8083 -0.8 0.0 0.9 0.06
H 0.4019 3.1740 -0.9498 0.8 3.6 -2.1 -0.02
H -1.9822 2.7387 -1.1770 0.1 0.2 0.4 0.05
H -1.7564 1.1275 -0.4348 0.4 0.9 -0.2 0.05
H -1.7654 2.4531 0.6274 -0.8 0.8 0.6 0.02
C 0.1521 -2.8308 0.2121 0.2 -1.7 0.9 -0.18
C 1.1793 -1.8411 0.4990 0.4 3.2 0.4 -0.19
H -0.0858 -3.3620 1.1109 0.0 -1.0 0.3 0.07
H -0.7055 -2.3292 -0.0044 -2.7 1.5 -0.7 0.03
H 0.2935 -3.4837 -0.6295 0.6 -0.4 -0.2 0.08
H 1.0961 -1.3156 1.5171 0.0 -0.9 -1.5 0.10
H 2.1702 -2.1324 0.3577 1.7 -1.1 0.3 0.04
H 1.1154 -1.0697 -0.2818 -0.1 0.3 0.4 0.06
```
Positions in Å, forces in eV/Å.